1.
Molecular formula: C2H3Br2FO
Method: DFT, ωB97M-V/def2-TZVPD

Geometry as ORCA input:
```
! wB97M-V def2-TZVPD RIJCOSX def2/J DEFGRID3
* xyz 0 1
C 0.1325 -0.6115 -0.1508
C -0.2179 0.6531 0.2116
O -0.7066 1.5122 -0.6544
F -0.3918 1.0306 1.4586
Br -2.2864 -1.7918 0.0223
Br 3.3803 -1.1915 -0.0008
H 0.4269 -1.3069 0.5550
H 0.4600 -0.6558 -1.1278
H -0.7970 2.3617 -0.3137
*
```

## Properties
- Energy relative to the best compared isomer or geometry (same formula, charge and spin): 73.4 kcal per mole

These are the Mulliken partial charges, in e, on atoms 1 to 6:
1 C -1.695
2 C 1.062
3 O -0.374
4 F -0.207
5 Br -0.171
6 Br -0.014


2.
Molecular formula: C2H3Br2N
Method: DFT, ωB97M-V/def2-TZVPD

Geometry as ORCA input:
```
! wB97M-V def2-TZVPD RIJCOSX def2/J DEFGRID3
* xyz 0 1
H -1.0240 -1.2099 -1.9331
N -0.2417 -0.8072 -1.4599
C -0.2475 -0.2270 -0.3894
Br -2.1698 0.0679 0.3735
C 0.5609 0.4632 0.6212
Br 2.4963 0.2566 0.2831
H 0.3260 -0.0320 1.6259
H 0.2999 1.4883 0.8787
*
```

## Properties
- Energy relative to the best compared isomer or geometry (same formula, charge and spin): 5.4 kcal per mole
- SMILES string: [H]/N=C(\Br)CBr

These are the Mulliken partial charges, in e, on atoms 1 to 6:
1 H 0.318
2 N -0.464
3 C 0.510
4 Br -0.316
5 C -0.709
6 Br -0.145


3.
Molecular formula: C2H3Br2N3
Method: DFT, ωB97M-V/def2-TZVPD

Geometry as ORCA input:
```
! wB97M-V def2-TZVPD RIJCOSX def2/J DEFGRID3
* xyz 0 1
C 0.4893 0.5537 -0.0832
C 0.1205 -0.7763 0.0373
N -0.5825 1.2843 0.1701
N -1.5871 0.5419 0.4346
N -1.1831 -0.7019 0.2712
Br -0.2524 0.0220 -3.1689
Br 2.8313 1.1883 2.4204
H 1.3821 0.9132 -0.3382
H 0.6980 -1.6074 0.0594
H -1.9162 -1.4178 0.1974
*
```

## Properties
- Energy relative to the best compared isomer or geometry (same formula, charge and spin): 93.8 kcal per mole

These are the Mulliken partial charges, in e, on atoms 1 to 6:
1 C -0.946
2 C -0.163
3 N -0.117
4 N -0.549
5 N 0.266
6 Br -0.010


4.
Molecular formula: C2H3Br2N3
Method: DFT, ωB97M-V/def2-TZVPD

Geometry as ORCA input:
```
! wB97M-V def2-TZVPD RIJCOSX def2/J DEFGRID3
* xyz 0 1
C 0.5421 -0.7075 -0.5728
C -0.8166 -0.1661 -0.2722
N 1.5395 -0.0151 0.3368
N 1.1382 0.8785 1.0823
N -0.1016 1.1286 1.0762
Br 1.1454 -0.3418 -2.3890
Br -2.0857 -1.2984 0.5020
H 0.5715 -1.6878 -0.3367
H -1.3940 0.4881 -1.0536
H -0.5389 1.7214 1.6271
*
```

## Properties
- Energy relative to the best compared isomer or geometry (same formula, charge and spin): 99.1 kcal per mole

These are the Mulliken partial charges, in e, on atoms 1 to 6:
1 C -0.147
2 C -0.123
3 N -0.247
4 N -0.192
5 N -0.020
6 Br -0.147